[1]
The following is a quantum chemistry calculation of C31H36AsNNaO4PSSe as an isolated structure, from OMol25.

The geometry in XYZ format:
```
77
Properties=species:S:1:pos:R:3
Na -0.4284 0.6925 1.8811
S -3.2978 1.3994 1.6389
C -4.2295 1.7294 0.2099
C -5.5386 2.2417 0.3079
C -6.2954 2.5329 -0.8095
C -5.7806 2.3273 -2.0870
C -4.4930 1.8216 -2.2134
C -3.7228 1.5225 -1.0950
As -1.9548 0.7075 -1.1748
C -0.8223 2.2753 -0.8626
C 0.5589 2.0913 -0.8958
C 1.4147 3.1693 -0.7056
C 0.8953 4.4317 -0.4659
C -0.4797 4.6164 -0.4163
C -1.3370 3.5438 -0.6143
C -1.7576 0.7027 -3.1482
C -2.0949 -0.4747 -3.8138
C -2.0000 -0.5727 -5.1954
C -1.5497 0.5114 -5.9365
C -1.1984 1.6858 -5.2853
C -1.3022 1.7797 -3.9031
H -5.9382 2.4062 1.3016
H -7.2993 2.9278 -0.6867
H -6.3674 2.5587 -2.9683
H -4.0857 1.6629 -3.2055
H 0.9702 1.0965 -1.0292
H 2.4869 3.0124 -0.7018
H 1.5654 5.2611 -0.2739
H -0.8891 5.5948 -0.1933
H -2.4095 3.6856 -0.5562
H -2.4329 -1.3291 -3.2359
H -2.2679 -1.4979 -5.6932
H -1.4658 0.4385 -7.0148
H -0.8390 2.5344 -5.8566
H -1.0231 2.7003 -3.4041
Se 1.0055 2.8543 3.3363
C 2.6468 2.8133 2.4007
C 3.2121 1.6362 1.8867
C 4.3928 1.6858 1.1717
N 5.0871 2.8027 0.9167
C 4.5584 3.9215 1.4208
C 3.3850 3.9797 2.1479
H 2.7196 0.6824 2.0204
H 4.8036 0.7656 0.7649
H 5.1147 4.8365 1.2244
H 3.0184 4.9300 2.5158
C 4.0622 -2.1451 3.7221
C 2.9453 -2.9128 3.0256
C 3.4950 -4.1467 2.3147
C 1.8765 -3.3141 4.0365
O 2.4673 -2.0163 2.0121
P 0.9563 -1.8033 1.4928
O 1.0222 -0.7783 0.4099
O 0.0232 -1.5182 2.6274
O 0.6943 -3.2944 0.8912
C -0.4356 -3.6296 0.0605
C -0.1873 -3.1159 -1.3534
C -1.7379 -3.0689 0.6203
C -0.4681 -5.1533 0.0783
H 4.5435 -2.7690 4.4800
H 3.6582 -1.2509 4.1975
H 4.8100 -1.8304 2.9927
H 3.9361 -4.8391 3.0372
H 4.2608 -3.8492 1.5962
H 2.6924 -4.6507 1.7763
H 2.3404 -3.9490 4.7969
H 1.0689 -3.8669 3.5573
H 1.4396 -2.4355 4.5068
H -0.1159 -2.0293 -1.3492
H -1.0068 -3.4211 -2.0101
H 0.7489 -3.5236 -1.7414
H -1.7677 -1.9819 0.5580
H -1.8575 -3.3483 1.6672
H -2.5770 -3.4633 0.0405
H 0.4838 -5.5522 -0.2782
H -1.2690 -5.5251 -0.5649
H -0.6367 -5.5127 1.0950
```

Values from the calculation:
Charge ... -2
LUMO ... 3.978 eV
HOMO level ... -1.599 eV

Atom charges from the Mulliken analysis, given in e for atoms 1 to 8: 0.537 -0.437 0.415 -0.591 -0.443 -0.751 -0.256 -0.367

[2]
The following is a quantum chemistry calculation of C31H36BF3N6O5RuSSb as an isolated structure, from OMol25.

The geometry in XYZ format:
```
85
Properties=species:S:1:pos:R:3
Ru -0.2152 0.2890 0.0065
O 2.2504 -1.2820 1.6648
C 2.4826 0.0952 1.6707
O 1.5754 0.8640 1.2058
C 3.7030 0.5327 2.1859
C 3.9837 1.9305 2.2647
C 5.1699 2.3829 2.7708
C 6.1229 1.4580 3.2145
C 5.8829 0.0802 3.1464
C 4.6950 -0.3743 2.6465
N 7.3609 1.9320 3.7491
O 7.5455 3.1447 3.7881
O 8.1813 1.1052 4.1345
H 3.2366 2.6378 1.9385
H 5.3864 3.4376 2.8437
H 6.6418 -0.6031 3.4920
H 4.5147 -1.4371 2.5812
C -3.1071 3.5504 0.7680
N -2.8839 2.1631 1.1238
C -3.3731 1.2067 0.1549
C -1.8869 1.8057 1.9795
N -1.1780 0.7256 1.7669
N -1.6817 2.5874 3.0722
C -0.4181 2.5448 3.7782
C -2.7596 3.2884 3.7415
H -2.8751 3.6849 -0.2910
H -2.4470 4.1980 1.3393
H -4.1457 3.8384 0.9474
H -4.4018 1.4735 -0.0919
H -3.3434 0.2013 0.5711
H -2.7780 1.2217 -0.7734
H -0.6688 0.4251 2.5911
H -0.4655 1.8897 4.6552
H -0.1720 3.5530 4.1181
H 0.3725 2.1995 3.1104
H -3.7125 3.0205 3.2912
H -2.6309 4.3736 3.6886
H -2.7789 2.9963 4.7958
F 0.4726 -1.1258 3.1861
B 1.2731 -1.8454 2.4065
F 1.1683 -3.1586 2.4105
S -1.0462 -1.7773 -0.0118
Sb -0.9693 -2.7785 -2.3182
C -2.0668 -1.1064 -3.0499
C -3.3216 -0.8269 -2.5214
C -4.0511 0.2563 -2.9821
C -3.5230 1.0833 -3.9603
C -2.2657 0.8186 -4.4780
C -1.5446 -0.2772 -4.0299
C 1.1833 -2.4793 -2.5254
C 2.0517 -2.5482 -1.4493
C 3.4143 -2.4076 -1.6469
C 3.9154 -2.2061 -2.9231
C 3.0521 -2.1675 -4.0060
C 1.6885 -2.3280 -3.8089
C -2.4319 -4.1522 -1.4570
C -3.5823 -4.3937 -2.1947
C -4.5201 -5.3096 -1.7433
C -4.2904 -6.0112 -0.5704
C -3.1285 -5.7884 0.1515
C -2.2023 -4.8587 -0.2870
H -3.7285 -1.4503 -1.7348
H -5.0311 0.4576 -2.5717
H -4.0924 1.9290 -4.3199
H -1.8459 1.4626 -5.2378
H -0.5613 -0.4625 -4.4402
H 1.6683 -2.6678 -0.4521
H 4.0828 -2.4395 -0.7962
H 4.9803 -2.0886 -3.0744
H 3.4406 -2.0236 -5.0058
H 1.0284 -2.3371 -4.6703
H -3.7590 -3.8702 -3.1282
H -5.4239 -5.4805 -2.3117
H -5.0135 -6.7336 -0.2212
H -2.9474 -6.3363 1.0656
H -1.3146 -4.6701 0.3039
F 0.8585 0.1799 -1.6089
N 1.7876 2.9577 -0.6812
C 0.5459 2.9466 -1.1799
N 0.2864 3.6328 -2.3188
O -0.3936 2.3835 -0.5779
H 2.5631 3.2232 -1.2618
H 1.9541 2.2885 0.0690
H 1.0390 3.9447 -2.9066
H -0.5821 3.4019 -2.7710
```

Values from the calculation:
2S+1 ... 6
Expectation value of S² ... 8.80
LUMO (alpha / beta) ... 0.162 / -0.902 eV
HOMO level (alpha / beta) ... -5.804 / -8.482 eV

Atom charges from the Mulliken analysis, given in e for atoms 1 to 8: 1.714 -0.205 -0.348 0.279 0.985 -0.846 -0.589 -0.246

[3]
The following is a quantum chemistry calculation of C31H36BN7O5S2Ti as an isolated structure, from OMol25.

The geometry in XYZ format:
```
83
Properties=species:S:1:pos:R:3
Ti -0.2370 -0.3919 -0.2278
N -0.8564 0.9069 1.7214
C -0.5755 2.3379 1.8434
C -1.1314 3.0348 0.6179
N -0.5684 2.3704 -0.5479
H -1.8237 0.6926 1.9358
H -0.2817 0.3436 2.3354
H 0.5093 2.4427 1.8499
H -0.9631 2.7802 2.7664
H -0.9329 4.1123 0.6765
H -2.2104 2.9002 0.5783
H 0.4110 2.5933 -0.6662
H -1.0762 2.5501 -1.4032
O -1.8010 -3.1108 2.0775
C -0.7681 -2.7852 1.5139
O -0.4162 -1.5368 1.3445
C 0.1796 -3.8278 0.9968
C -0.0046 -5.1198 1.5043
C 0.8077 -6.1719 1.1420
C 1.8365 -5.9315 0.2289
C 2.0228 -4.6717 -0.2936
C 1.2084 -3.5736 0.0652
S 1.5924 -2.0610 -0.7180
H -0.8165 -5.2589 2.2066
H 0.6526 -7.1592 1.5590
H 2.4919 -6.7387 -0.0792
H 2.8124 -4.4938 -1.0136
N -2.4886 -3.3800 -2.4403
C -2.0492 -2.9686 -1.2523
N -1.2520 -1.9383 -1.4375
C -1.2468 -1.7455 -2.7961
N -2.0016 -2.6081 -3.4478
C -0.4558 -0.6585 -3.2903
C -0.2600 -0.3934 -4.6324
N 0.5087 0.5812 -5.1015
C 1.1474 1.2922 -4.1135
C 0.9805 1.0642 -2.7847
N 0.1332 0.1090 -2.2894
H -3.0870 -4.1578 -2.6455
H -2.3256 -3.4095 -0.3081
H -0.7637 -1.0263 -5.3575
H 1.8317 2.0661 -4.4400
H 1.5529 1.6244 -2.0589
C 8.6058 1.5489 1.9594
C 8.9634 3.0126 2.0020
O 10.0945 3.4051 2.1239
S 7.6699 4.2530 1.9571
C 6.1811 3.3764 1.5559
C 5.2584 3.0801 2.5524
C 4.0836 2.4154 2.2400
C 3.8056 2.0217 0.9265
C 4.7435 2.3321 -0.0690
C 5.9074 3.0127 0.2385
C 2.6018 1.3261 0.6009
C 1.5775 0.7210 0.3283
H 9.4420 1.0008 1.5299
H 7.6900 1.3415 1.4151
H 8.4703 1.2164 2.9908
H 5.4713 3.3618 3.5762
H 3.3700 2.1774 3.0180
H 4.5403 2.0285 -1.0878
H 6.6170 3.2587 -0.5419
C -5.0904 -0.4915 1.7052
C -4.7502 -0.4496 0.2204
C -5.6673 -1.4110 -0.5250
O -3.4149 -0.9470 0.0813
B -2.5365 0.0289 -0.3682
O -3.2625 1.1750 -0.6785
C -4.6658 0.9950 -0.4072
C -5.0934 2.1124 0.5363
C -5.4022 1.1504 -1.7314
H -4.8999 -1.5027 2.0648
H -6.1369 -0.2372 1.8872
H -4.4591 0.1824 2.2836
H -5.5943 -2.3910 -0.0506
H -5.3657 -1.5136 -1.5664
H -6.7092 -1.0865 -0.4855
H -4.4829 2.1302 1.4383
H -6.1403 2.0043 0.8276
H -4.9736 3.0709 0.0289
H -5.0283 0.4442 -2.4717
H -5.2279 2.1571 -2.1129
H -6.4776 1.0053 -1.6107
```

Values from the calculation:
2S+1 ... 2
Expectation value of S² ... 0.77
Charge ... -1
LUMO (alpha / beta) ... 2.254 / 2.253 eV
HOMO level (alpha / beta) ... -2.703 / -4.247 eV

Atom charges from the Mulliken analysis, given in e for atoms 1 to 8: 0.314 -0.187 -0.515 -0.341 -0.233 0.053 0.381 -0.016

Taking the records one at a time from the top gives E_tot values of -193145.11624, -80693.88670, -98866.97365 eV.
Taking the records one at a time from the top gives energy relative to the best compared isomer or geometry (same formula, charge and spin) values of 0.0878, 2.2362, 0.4132 eV.
Taking the records one at a time from the top gives largest force on an atom values of 0.16, 0.50, 1.17 eV/A.